Below is a structure of composition C30H57CuN14PSSe at a distorted geometry, with properties calculated with ωB97M-V/def2-TZVPD.

Positions of all 105 atoms, in Å:
Cu (2.222, -0.662, 0.182)
N (2.036, -1.327, 2.157)
C (2.561, -0.671, 3.377)
C (4.075, -0.736, 3.482)
C (4.832, -0.298, 2.225)
C (5.003, -1.400, 1.172)
N (4.209, -1.146, -0.063)
H (1.019, -1.367, 2.192)
H (2.325, -2.304, 2.121)
H (2.121, -1.131, 4.264)
H (2.239, 0.371, 3.366)
H (4.380, -1.751, 3.753)
H (4.366, -0.102, 4.321)
H (5.819, 0.056, 2.520)
H (4.326, 0.561, 1.768)
H (4.679, -2.364, 1.562)
H (6.053, -1.507, 0.898)
H (4.269, -1.959, -0.668)
H (4.628, -0.377, -0.580)
N (2.544, 4.591, -1.092)
N (2.354, 3.489, -0.287)
N (1.984, 3.604, 0.963)
C (1.812, 2.329, 1.292)
N (2.060, 1.506, 0.269)
N (2.426, 2.283, -0.748)
H (2.829, 5.367, -0.507)
H (3.205, 4.355, -1.823)
H (1.483, 2.015, 2.266)
S (1.094, -3.852, 0.204)
C (-0.545, -4.208, 0.547)
N (-0.993, -4.266, 1.806)
C (-2.374, -4.574, 2.178)
C (-3.290, -4.087, 1.073)
C (-2.850, -4.714, -0.236)
N (-1.423, -4.444, -0.432)
H (-0.292, -4.161, 2.520)
H (-2.590, -4.074, 3.121)
H (-2.488, -5.649, 2.332)
H (-3.217, -2.999, 0.996)
H (-4.324, -4.349, 1.290)
H (-3.393, -4.289, -1.078)
H (-3.026, -5.791, -0.229)
H (-1.036, -4.465, -1.361)
C (3.079, -1.590, -4.864)
N (2.352, -0.363, -4.537)
C (0.949, -0.527, -4.914)
N (0.313, -1.696, -4.302)
C (1.097, -2.885, -4.647)
N (2.501, -2.786, -4.249)
C (2.655, -2.820, -2.803)
P (1.773, -1.377, -2.016)
C (2.475, -0.046, -3.118)
C (0.137, -1.552, -2.865)
H (4.118, -1.489, -4.546)
H (3.059, -1.722, -5.945)
H (0.898, -0.645, -5.996)
H (0.393, 0.370, -4.636)
H (1.062, -3.009, -5.729)
H (0.651, -3.765, -4.182)
H (3.717, -2.813, -2.542)
H (2.224, -3.736, -2.399)
H (3.530, 0.104, -2.871)
H (1.966, 0.894, -2.904)
H (-0.481, -0.690, -2.627)
H (-0.365, -2.431, -2.456)
C (-4.085, 2.016, -1.186)
C (-3.271, 2.079, -2.479)
C (-1.949, 1.307, -2.443)
C (-0.810, 1.988, -1.695)
N (-1.044, 2.136, -0.255)
C (-1.077, 1.140, 0.648)
Se (-0.617, -0.650, 0.338)
N (-1.391, 1.677, 1.844)
C (-1.657, 0.917, 3.073)
C (-2.957, 0.125, 3.001)
C (-4.213, 0.977, 2.827)
C (-4.515, 1.879, 4.023)
C (-1.526, 3.061, 1.712)
C (-1.776, 4.061, 2.646)
C (-1.806, 5.358, 2.174)
C (-1.598, 5.651, 0.817)
C (-1.343, 4.656, -0.105)
C (-1.302, 3.352, 0.377)
H (-5.082, 2.429, -1.339)
H (-3.632, 2.582, -0.372)
H (-4.206, 0.981, -0.855)
H (-3.083, 3.122, -2.756)
H (-3.874, 1.658, -3.285)
H (-1.589, 1.158, -3.465)
H (-2.119, 0.312, -2.019)
H (-0.670, 2.996, -2.084)
H (0.131, 1.451, -1.823)
H (-1.685, 1.640, 3.886)
H (-0.812, 0.248, 3.240)
H (-3.033, -0.453, 3.926)
H (-2.871, -0.592, 2.181)
H (-5.056, 0.305, 2.661)
H (-4.125, 1.577, 1.915)
H (-4.363, 1.347, 4.966)
H (-5.549, 2.220, 4.005)
H (-3.892, 2.773, 4.037)
H (-1.939, 3.847, 3.693)
H (-1.998, 6.167, 2.866)
H (-1.641, 6.680, 0.486)
H (-1.189, 4.890, -1.150)

The calculation puts the molar mass at 819.43 g/mol. Its relative energy (zero: lowest compared OMol25 entry of this formula, charge and spin) is 0.170 eV. As for the spin multiplicity: 2. As for the LUMO energy (spin up / spin down): -0.1562 / -0.2463 Eh. The value obtained for the total energy is -6724.9484 Eh. As for the total charge: +2.

Löwdin population analysis, charges in e, atoms 1 to 99: atom 1 (Cu): 0.15, atom 2 (N): -0.04, atom 3 (C): -0.23, atom 4 (C): -0.18, atom 5 (C): -0.17, atom 6 (C): -0.20, atom 7 (N): -0.02, atom 8 (H): -0.01, atom 9 (H): 0.04, atom 10 (H): 0.12, atom 11 (H): 0.09, atom 12 (H): 0.12, atom 13 (H): 0.12, atom 14 (H): 0.12, atom 15 (H): 0.10, atom 16 (H): 0.12, atom 17 (H): 0.12, atom 18 (H): 0.07, atom 19 (H): 0.10, atom 20 (N): 0.16, atom 21 (N): -0.26, atom 22 (N): 0.18, atom 23 (C): -0.18, atom 24 (N): -0.02, atom 25 (N): 0.10, atom 26 (H): 0.12, atom 27 (H): 0.11, atom 28 (H): 0.11, atom 29 (S): 0.61, atom 30 (C): -0.84, atom 31 (N): 0.02, atom 32 (C): -0.15, atom 33 (C): -0.16, atom 34 (C): -0.15, atom 35 (N): 0.02, atom 36 (H): 0.13, atom 37 (H): 0.12, atom 38 (H): 0.13, atom 39 (H): 0.10, atom 40 (H): 0.13, atom 41 (H): 0.13, atom 42 (H): 0.13, atom 43 (H): 0.12, atom 44 (C): -0.17, atom 45 (N): -0.14, atom 46 (C): -0.17, atom 47 (N): -0.13, atom 48 (C): -0.16, atom 49 (N): -0.14, atom 50 (C): -0.31, atom 51 (P): 0.95, atom 52 (C): -0.31, atom 53 (C): -0.32, atom 54 (H): 0.13, atom 55 (H): 0.14, atom 56 (H): 0.14, atom 57 (H): 0.12, atom 58 (H): 0.14, atom 59 (H): 0.13, atom 60 (H): 0.09, atom 61 (H): 0.05, atom 62 (H): 0.09, atom 63 (H): 0.06, atom 64 (H): 0.02, atom 65 (H): 0.08, atom 66 (C): -0.09, atom 67 (C): -0.22, atom 68 (C): -0.20, atom 69 (C): -0.14, atom 70 (N): 0.00, atom 71 (C): -0.60, atom 72 (Se): 0.82, atom 73 (N): 0.00, atom 74 (C): -0.13, atom 75 (C): -0.19, atom 76 (C): -0.24, atom 77 (C): -0.09, atom 78 (C): -0.16, atom 79 (C): 0.01, atom 80 (C): -0.05, atom 81 (C): -0.05, atom 82 (C): 0.00, atom 83 (C): -0.18, atom 84 (H): 0.08, atom 85 (H): 0.05, atom 86 (H): 0.08, atom 87 (H): 0.11, atom 88 (H): 0.11, atom 89 (H): 0.11, atom 90 (H): 0.08, atom 91 (H): 0.12, atom 92 (H): 0.07, atom 93 (H): 0.12, atom 94 (H): 0.10, atom 95 (H): 0.12, atom 96 (H): 0.07, atom 97 (H): 0.11, atom 98 (H): 0.09, atom 99 (H): 0.08



Below is a structure of composition C5H22NO6 at a distorted geometry, with properties calculated with ωB97M-V/def2-TZVPD.

Positions of all 34 atoms, in Å:
C (1.819, 1.788, -0.439)
N (2.401, 0.574, 0.085)
C (0.654, -2.487, -1.111)
C (1.406, -1.122, -1.295)
C (1.507, -0.481, 0.174)
C (1.942, -1.399, 1.328)
O (0.969, -2.272, 1.784)
H (2.423, 2.742, -0.152)
H (0.867, 2.034, 0.007)
H (1.644, 1.845, -1.538)
H (3.303, 0.411, -0.319)
H (0.253, -2.838, -1.950)
H (1.447, -3.234, -1.080)
H (-0.168, -2.443, -0.381)
H (2.405, -1.138, -1.815)
H (0.835, -0.458, -2.034)
H (0.447, -0.213, 0.584)
H (2.760, -2.118, 0.942)
H (2.167, -0.742, 2.205)
H (-2.038, -0.098, -2.291)
H (-2.959, 0.106, -0.968)
O (-2.755, -0.478, -1.850)
H (-1.409, 1.483, -2.083)
H (-0.854, 2.117, -0.925)
O (-0.531, 1.833, -1.827)
H (-1.035, 0.889, 1.449)
H (-1.334, 2.776, 1.011)
O (-1.286, 1.879, 0.630)
H (-3.543, -0.114, 0.571)
H (-2.545, 1.095, 0.571)
O (-3.485, 0.747, 0.183)
H (0.095, -1.941, 1.905)
H (0.002, 0.342, 2.569)
O (-0.855, 0.501, 2.477)

The calculation puts the molar mass at 192.23 g/mol. Its relative energy (zero: lowest compared OMol25 entry of this formula, charge and spin) is 4.183 eV. As for the LUMO energy: 0.1283 Eh. The value obtained for the total energy is -709.8388 Eh. As for the total charge: -1.

How is the electron density shared among the atoms? According to Löwdin, the charges in e are: atom 1 (C): -0.15, atom 2 (N): -0.11, atom 3 (C): -0.10, atom 4 (C): -0.15, atom 5 (C): -0.38, atom 6 (C): -0.25, atom 7 (O): -0.09, atom 8 (H): 0.09, atom 9 (H): 0.04, atom 10 (H): 0.07, atom 11 (H): 0.10, atom 12 (H): 0.00, atom 13 (H): 0.07, atom 14 (H): 0.09, atom 15 (H): 0.11, atom 16 (H): 0.10, atom 17 (H): 0.15, atom 18 (H): 0.14, atom 19 (H): 0.12, atom 20 (H): -0.06, atom 21 (H): -0.01, atom 22 (O): -0.15, atom 23 (H): 0.02, atom 24 (H): -0.01, atom 25 (O): -0.14, atom 26 (H): -0.03, atom 27 (H): 0.05, atom 28 (O): -0.30, atom 29 (H): 0.04, atom 30 (H): 0.04, atom 31 (O): -0.09, atom 32 (H): 0.06, atom 33 (H): -0.11, atom 34 (O): -0.15



Below is the ion C24H35N2O4 with charge +1, with properties calculated with ωB97M-V/def2-TZVPD.

Positions of all 65 atoms, in Å:
C (-7.496, -0.307, -0.514)
C (-6.036, -0.036, -0.582)
C (-5.381, 0.737, 0.284)
C (-3.962, 1.058, 0.283)
C (-3.470, 1.934, 1.247)
C (-2.128, 2.267, 1.292)
C (-1.250, 1.734, 0.369)
O (0.112, 1.961, 0.363)
C (0.612, 3.175, 0.883)
C (2.071, 3.269, 0.393)
O (2.175, 2.672, -0.889)
C (3.048, 2.550, 1.348)
N (2.720, 1.141, 1.377)
C (3.764, 0.146, 1.356)
C (3.605, -0.714, 0.070)
C (2.459, -1.686, 0.210)
C (2.714, -3.055, 0.181)
C (1.696, -3.966, 0.344)
C (0.380, -3.536, 0.544)
O (-0.544, -4.506, 0.691)
C (-1.887, -4.147, 0.928)
C (0.121, -2.167, 0.572)
C (1.151, -1.260, 0.406)
N (3.430, 0.240, -1.072)
C (2.669, -0.303, -2.205)
C (4.717, 0.767, -1.545)
C (-1.727, 0.867, -0.632)
O (-0.786, 0.424, -1.533)
C (-1.237, -0.376, -2.603)
C (-3.066, 0.531, -0.653)
H (-7.953, 0.196, 0.334)
H (-7.676, -1.379, -0.429)
H (-7.982, 0.031, -1.429)
H (-5.523, -0.514, -1.405)
H (-5.942, 1.198, 1.086)
H (-4.143, 2.362, 1.974)
H (-1.770, 2.944, 2.052)
H (0.581, 3.193, 1.978)
H (0.022, 4.018, 0.501)
H (2.363, 4.322, 0.316)
H (1.289, 2.327, -1.099)
H (4.059, 2.683, 0.955)
H (3.005, 3.033, 2.333)
H (2.000, 0.938, 2.053)
H (3.717, -0.526, 2.216)
H (4.750, 0.620, 1.367)
H (4.521, -1.285, -0.104)
H (3.723, -3.414, 0.036)
H (1.889, -5.026, 0.325)
H (-2.305, -3.579, 0.092)
H (-2.428, -5.086, 1.030)
H (-1.990, -3.569, 1.851)
H (-0.879, -1.792, 0.725)
H (0.917, -0.209, 0.425)
H (2.880, 1.064, -0.686)
H (1.656, -0.541, -1.893)
H (2.632, 0.442, -2.997)
H (3.150, -1.205, -2.581)
H (5.266, -0.009, -2.078)
H (4.540, 1.606, -2.215)
H (5.321, 1.115, -0.712)
H (-2.021, 0.127, -3.176)
H (-1.605, -1.344, -2.251)
H (-0.374, -0.535, -3.247)
H (-3.439, -0.139, -1.409)

The calculation puts the molar mass at 415.55 g/mol. Its relative energy (zero: lowest compared OMol25 entry of this formula, charge and spin) is 0.155 eV. As for the LUMO energy: -0.0688 Eh. As for the SMILES: C/C=C/c1ccc(OC[C@H](O)CNC[C@@H](c2ccc(OC)cc2)[NH+](C)C)c(OC)c1. The value obtained for the total energy is -1345.7287 Eh. As for the total charge: +1.

How is the electron density shared among the atoms? According to Löwdin, the charges in e are: atom 1 (C): -0.10, atom 2 (C): -0.14, atom 3 (C): -0.07, atom 4 (C): -0.21, atom 5 (C): -0.03, atom 6 (C): 0.00, atom 7 (C): -0.19, atom 8 (O): -0.10, atom 9 (C): -0.12, atom 10 (C): -0.29, atom 11 (O): -0.04, atom 12 (C): -0.14, atom 13 (N): -0.06, atom 14 (C): -0.13, atom 15 (C): -0.20, atom 16 (C): -0.21, atom 17 (C): -0.02, atom 18 (C): 0.02, atom 19 (C): -0.27, atom 20 (O): -0.07, atom 21 (C): -0.07, atom 22 (C): 0.01, atom 23 (C): -0.04, atom 24 (N): -0.16, atom 25 (C): 0.01, atom 26 (C): 0.00, atom 27 (C): -0.19, atom 28 (O): -0.10, atom 29 (C): -0.07, atom 30 (C): 0.04, atom 31 (H): 0.08, atom 32 (H): 0.08, atom 33 (H): 0.08, atom 34 (H): 0.10, atom 35 (H): 0.11, atom 36 (H): 0.12, atom 37 (H): 0.12, atom 38 (H): 0.14, atom 39 (H): 0.15, atom 40 (H): 0.15, atom 41 (H): 0.10, atom 42 (H): 0.12, atom 43 (H): 0.13, atom 44 (H): 0.13, atom 45 (H): 0.14, atom 46 (H): 0.12, atom 47 (H): 0.15, atom 48 (H): 0.12, atom 49 (H): 0.13, atom 50 (H): 0.09, atom 51 (H): 0.10, atom 52 (H): 0.10, atom 53 (H): 0.11, atom 54 (H): 0.09, atom 55 (H): 0.12, atom 56 (H): 0.08, atom 57 (H): 0.11, atom 58 (H): 0.12, atom 59 (H): 0.11, atom 60 (H): 0.11, atom 61 (H): 0.10, atom 62 (H): 0.10, atom 63 (H): 0.10, atom 64 (H): 0.09, atom 65 (H): 0.10